The following is a DFT calculation (wB97M-V/def2-TZVPD) of a single C26H36N2O2 molecule.

Bonds (Å) are listed after each position.
Positions of all 66 atoms, in Å:
1 C 4.96 0.10 0.68  N2 1.443, H64 1.088, H65 1.101, H66 1.091
2 N 4.71 1.51 0.47  C1 1.443, C3 1.445, C7 1.438
3 C 4.37 2.20 1.69  N2 1.445, H4 1.101, H5 1.090, H6 1.089
4 H 3.50 1.77 2.21  C3 1.101
5 H 5.23 2.14 2.37  C3 1.090
6 H 4.18 3.25 1.47  C3 1.089
7 C 3.85 1.81 -0.65  N2 1.438, H8 1.094, C9 1.558, H63 1.093
8 H 3.92 2.88 -0.83  C7 1.094
9 C 2.34 1.45 -0.52  C7 1.558, C10 1.515, H23 1.089, C24 1.536
10 C 2.17 -0.05 -0.63  C9 1.515, O11 1.214, C12 1.491
11 O 2.50 -0.64 -1.64  C10 1.214
12 C 1.62 -0.80 0.53  C10 1.491, C13 1.392, C17 1.396
13 C 0.80 -0.25 1.51  C12 1.392, C14 1.383, H22 1.079
14 C 0.34 -1.02 2.56  C13 1.383, C15 1.384, H21 1.081
15 C 0.70 -2.35 2.66  C14 1.384, C16 1.386, H20 1.080
16 C 1.50 -2.92 1.69  C15 1.386, C17 1.380, H19 1.080
17 C 1.95 -2.16 0.63  C12 1.396, C16 1.380, H18 1.080
18 H 2.57 -2.59 -0.14  C17 1.080
19 H 1.78 -3.96 1.76  C16 1.080
20 H 0.35 -2.94 3.50  C15 1.080
21 H -0.30 -0.57 3.32  C14 1.081
22 H 0.50 0.79 1.45  C13 1.079
23 H 1.97 1.83 0.43  C9 1.089
24 C 1.59 2.12 -1.69  C9 1.536, C25 1.529, H61 1.092, H62 1.093
25 C 0.08 1.88 -1.65  C24 1.529, C26 1.526, H59 1.092, H60 1.091
26 C -0.65 2.73 -0.62  C25 1.526, C27 1.529, H57 1.093, H58 1.093
27 C -2.16 2.49 -0.62  C26 1.529, H28 1.090, H29 1.093, C30 1.536
28 H -2.62 3.21 0.07  C27 1.090
29 H -2.56 2.69 -1.62  C27 1.093
30 C -2.55 1.06 -0.22  C27 1.536, C31 1.520, H44 1.093, C45 1.563
31 C -2.42 0.17 -1.45  C30 1.520, O32 1.213, C33 1.487
32 O -2.84 0.52 -2.53  C31 1.213
33 C -1.77 -1.16 -1.27  C31 1.487, C34 1.392, C38 1.395
34 C -1.87 -1.92 -0.11  C33 1.392, C35 1.382, H43 1.078
35 C -1.24 -3.15 -0.03  C34 1.382, C36 1.385, H42 1.080
36 C -0.49 -3.62 -1.09  C35 1.385, C37 1.385, H41 1.080
37 C -0.37 -2.87 -2.25  C36 1.385, C38 1.381, H40 1.079
38 C -1.02 -1.65 -2.34  C33 1.395, C37 1.381, H39 1.080
39 H -0.96 -1.06 -3.25  C38 1.080
40 H 0.22 -3.23 -3.08  C37 1.079
41 H 0.01 -4.58 -1.02  C36 1.080
42 H -1.35 -3.74 0.86  C35 1.080
43 H -2.45 -1.57 0.72  C34 1.078
44 H -1.90 0.70 0.58  C30 1.093
45 C -4.04 0.97 0.24  C30 1.563, N46 1.441, H55 1.093, H56 1.094
46 N -4.31 1.13 1.65  C45 1.441, C47 1.443, C51 1.444
47 C -3.88 0.04 2.48  N46 1.443, H48 1.089, H49 1.102, H50 1.090
48 H -4.25 -0.90 2.07  C47 1.089
49 H -2.78 -0.03 2.60  C47 1.102
50 H -4.31 0.16 3.48  C47 1.090
51 C -3.97 2.41 2.22  N46 1.444, H52 1.088, H53 1.100, H54 1.091
52 H -4.37 3.20 1.59  C51 1.088
53 H -2.88 2.56 2.34  C51 1.100
54 H -4.43 2.49 3.20  C51 1.091
55 H -4.61 1.73 -0.30  C45 1.093
56 H -4.44 0.00 -0.05  C45 1.094
57 H -0.47 3.79 -0.84  C26 1.093
58 H -0.26 2.54 0.39  C26 1.093
59 H -0.34 2.10 -2.63  C25 1.092
60 H -0.10 0.82 -1.45  C25 1.091
61 H 1.99 1.70 -2.61  C24 1.092
62 H 1.79 3.19 -1.68  C24 1.093
63 H 4.25 1.29 -1.53  C7 1.093
64 H 5.21 -0.37 -0.26  C1 1.088
65 H 4.10 -0.43 1.12  C1 1.101
66 H 5.81 0.00 1.36  C1 1.091

* HOMO: -8.3 eV
* SMILES: CN(C)C[C@@H](CCCC[C@@H](CN(C)C)C(=O)c1ccccc1)C(=O)c1ccccc1
* lowest unoccupied orbital energy: 0.22 eV
* frontier orbital gap: 8.50 eV
* relative energy (zero: lowest compared OMol25 entry of this formula, charge and spin): 1.3852 eV